i.
Here is a 2-piece molecular cluster, C2H5N2O2 overall from OMol25. Energies are from wB97M-V/def2-TZVPD.

Results
Net charge: -1
M in g/mol: 89.1
Frontier orbital gap in eV: 8.58
LUMO energy in Ha: 0.157
HOMO in eV: -4.3128

Each line ends with the natural charge from an NBO analysis.
CARTESIAN COORDINATES (ANGSTROEM)
N 0.1676 -0.1862 -1.7120  -0.805
C -0.3763 1.0425 -1.5898  0.258
N -1.1161 1.4685 -2.5988  -0.808
H 0.0756 -0.6444 -2.5949  0.377
H 0.6636 -0.6072 -0.9326  0.451
H -0.6665 1.3349 -0.5757  0.191
H -1.2222 2.4702 -2.4068  0.313
O 1.0174 -1.1501 1.0421  -0.838
C 0.6096 -0.8887 2.2075  0.638
O -0.3590 -0.2470 2.6053  -0.758
H 1.1987 -1.5192 2.9393  -0.020

***

ii.
Here is a 2-piece molecular cluster, C2H5N2O2 overall from OMol25. Energies are from wB97M-V/def2-TZVPD.

Results
Net charge: -1
M in g/mol: 89.1
Frontier orbital gap in eV: 9.06
LUMO energy in Ha: 0.159
HOMO in eV: -4.7372

Each line ends with the natural charge from an NBO analysis.
CARTESIAN COORDINATES (ANGSTROEM)
N 0.1676 -0.1051 -1.1615  -0.838
C 0.9992 -0.9750 -0.4777  0.307
N 1.1938 -2.2382 -0.8943  -0.858
H -0.2915 -0.7675 -1.8881  0.376
H -0.2592 0.7943 -0.7290  0.466
H 1.5706 -0.4397 0.3945  0.135
H 2.0480 -2.6303 -0.6421  0.326
O -0.8602 1.8525 0.2265  -0.815
C -1.3546 1.5658 1.3586  0.639
O -2.4013 0.8789 1.5517  -0.749
H -0.8125 2.0643 2.2614  0.012

***

Energy ordering: i at the bottom, the next structure 0.0040 hartree above.

***

i.
Here is a 2-piece molecular cluster, C4H8ClF overall from OMol25. Energies are from wB97M-V/def2-TZVPD.

Results
Net charge: 0
M in g/mol: 110.6
Frontier orbital gap (alpha / beta) in eV: 8.00 / 9.32
LUMO energy (alpha / beta) in Ha: 0.007 / 0.018
HOMO (alpha / beta) in eV: -7.8013 / -8.8131

Each line ends with the natural charge from an NBO analysis.
CARTESIAN COORDINATES (ANGSTROEM)
C 1.8873 0.2826 -1.6122  -0.605
C -3.0211 -0.4809 1.7416  -0.493
C 0.5893 0.5154 -0.7813  -0.492
C 0.7276 -0.1360 0.5714  0.332
F 1.5278 0.5300 1.3915  -0.324
Cl 0.5968 -1.8231 0.6924  0.001
H 2.6776 0.8797 -1.0380  0.214
H 1.6881 0.7697 -2.5508  0.211
H 1.9148 -0.7779 -1.6975  0.214
H -2.3121 -1.3080 1.5760  0.171
H -2.5695 0.4274 1.9513  0.154
H -4.0811 -0.5319 1.6065  0.167
H 0.6428 1.5372 -0.5125  0.223
H -0.2683 0.1157 -1.3385  0.228

***

ii.
Here is the molecule C4H8ClF from OMol25. Energies are from wB97M-V/def2-TZVPD.

Results
Net charge: 0
M in g/mol: 110.6
Frontier orbital gap in eV: 11.56
LUMO energy in Ha: 0.031
SMILES: CC(C)(Cl)CF
HOMO in eV: -10.7118

Each line ends with the natural charge from an NBO analysis.
CARTESIAN COORDINATES (ANGSTROEM)
C -0.2600 0.0805 1.4470  -0.608
C 0.1945 -0.2490 -0.0203  0.020
C 1.1084 0.8291 -0.5968  -0.648
Cl 1.3302 -1.7268 0.0552  -0.114
C -1.0067 -0.5614 -0.8828  0.022
F -1.8482 -1.3310 -0.0429  -0.379
H 0.5354 0.5635 1.9640  0.212
H -1.0975 0.7334 1.4093  0.213
H -0.6125 -0.7866 1.8705  0.233
H 0.6067 1.5678 -1.3237  0.214
H 1.8764 0.2640 -1.1342  0.239
H 1.5790 1.4264 0.1817  0.224
H -0.8044 -1.1331 -1.7751  0.191
H -1.6016 0.3234 -1.1519  0.181

***

Energy ordering: ii at the bottom, the next structure 0.1474 hartree above.